DFT (ωB97M-V/def2-TZVPD) results for a molecular structure, C28H30BBrN6O3S2Sn at a distorted geometry.

```
! RIJCOSX wB97M-V def2-TZVPD def2/J DEFGRID3
* xyz -2 1
Sn 0.171 -0.145 0.618
C 0.406 -6.488 0.803
C -0.661 -5.454 1.162
N -0.095 -4.400 1.974
C 0.386 -3.278 1.383
S 0.790 -1.996 2.452
N 0.586 -3.317 0.096
N 0.970 -2.159 -0.454
C 1.216 -2.088 -1.714
C 1.091 -3.294 -2.602
C 1.636 -0.783 -2.202
C 2.118 -0.607 -3.488
C 2.689 0.630 -3.836
C 2.709 1.647 -2.946
C 2.032 1.480 -1.650
N 1.635 0.194 -1.286
H 0.031 -7.169 0.040
H 0.687 -7.071 1.680
H 1.284 -5.967 0.426
H -1.475 -5.929 1.716
H -1.067 -5.017 0.242
H -0.517 -4.216 2.873
H 0.496 -4.030 -2.061
H 2.069 -3.732 -2.823
H 0.598 -3.030 -3.535
H 2.100 -1.415 -4.199
H 3.159 0.743 -4.807
H 3.176 2.599 -3.143
H 2.595 1.932 -0.810
Br -1.321 1.584 2.728
C 0.203 2.692 3.090
C -0.051 3.802 3.854
C 0.992 4.654 4.231
C 2.271 4.346 3.868
C 2.552 3.201 3.096
C 3.882 2.881 2.768
C 4.157 1.782 2.003
C 3.109 0.986 1.527
C 1.776 1.228 1.804
C 1.497 2.346 2.638
H -1.061 4.011 4.170
H 0.778 5.535 4.820
H 3.097 4.983 4.163
H 4.669 3.529 3.140
H 5.184 1.538 1.757
H 3.352 0.124 0.917
C -3.693 -0.587 -2.228
S -1.902 -0.086 -2.198
O -1.472 -0.140 -3.606
C -2.343 1.654 -1.909
C -2.120 2.578 -2.911
C -2.367 3.919 -2.678
C -2.822 4.327 -1.436
C -3.073 3.390 -0.444
C -2.833 2.048 -0.677
H -4.252 0.117 -2.838
H -4.039 -0.592 -1.202
H -3.756 -1.586 -2.646
H -1.734 2.231 -3.859
H -2.168 4.649 -3.452
H -2.965 5.382 -1.232
H -3.430 3.707 0.525
H -2.992 1.317 0.102
O 0.930 3.530 -2.204
N 0.838 2.490 -1.567
O 0.007 2.317 -0.687
B -3.522 -3.235 2.450
C -2.818 -2.319 1.406
N -2.300 -1.593 0.665
H -3.399 -2.687 3.524
H -2.977 -4.326 2.461
H -4.700 -3.362 2.160
*
```

LUMO, eV: 4.402
HOMO level, hartree: -0.036
Kohn-Sham gap, eV: 5.37
E, eV: -142824.19495

DFT (ωB97M-V/def2-TZVPD) results for a molecular structure, C28H30Cl3N4O2PdS2.

```
! RIJCOSX wB97M-V def2-TZVPD def2/J DEFGRID3
* xyz 1 1
Pd -0.234 -0.373 -0.398
C 2.664 0.167 -2.419
C 1.961 0.915 -1.347
N 1.680 0.222 -0.199
N 1.926 0.926 0.977
C 1.223 0.606 1.975
S -0.187 -0.428 1.854
S 1.538 1.169 3.610
C 2.226 2.823 3.258
C 1.192 3.907 3.378
C 0.038 3.873 2.600
C -0.904 4.883 2.696
C -0.704 5.941 3.575
C 0.437 5.976 4.360
C 1.380 4.960 4.263
C 1.507 2.225 -1.440
C 2.116 3.232 -2.245
C 1.639 4.502 -2.230
C 0.503 4.809 -1.437
C -0.161 3.859 -0.715
C 0.270 2.513 -0.757
O -0.539 1.604 -0.300
H 3.719 0.057 -2.156
H 2.579 0.649 -3.389
H 2.248 -0.842 -2.478
H 2.650 2.765 2.257
H 3.044 2.967 3.961
H -0.138 3.034 1.935
H -1.804 4.843 2.095
H -1.441 6.728 3.654
H 0.595 6.791 5.053
H 2.269 4.990 4.881
H 3.005 2.979 -2.808
H 2.120 5.284 -2.798
H 0.138 5.828 -1.426
H -1.057 4.088 -0.157
Cl -5.618 -0.375 -5.106
C -4.590 -0.482 -3.720
C -3.234 -0.288 -3.858
C -2.434 -0.374 -2.729
Cl -0.704 -0.130 -2.968
C -2.918 -0.643 -1.453
O -2.195 -0.753 -0.346
C -4.311 -0.842 -1.372
Cl -4.983 -1.210 0.171
C -5.135 -0.765 -2.476
H -2.800 -0.069 -4.824
H -6.198 -0.925 -2.366
C 1.405 -6.051 1.363
C 1.297 -5.699 -0.114
N 0.344 -4.612 -0.381
C -1.058 -4.985 -0.618
C -1.952 -4.867 0.610
C 0.712 -3.332 -0.342
C 2.154 -2.986 -0.145
N -0.170 -2.373 -0.503
H 2.201 -6.779 1.514
H 0.479 -6.487 1.735
H 1.629 -5.171 1.967
H 0.953 -6.563 -0.682
H 2.267 -5.434 -0.527
H -1.051 -6.010 -0.983
H -1.440 -4.378 -1.443
H -1.644 -5.564 1.387
H -2.982 -5.095 0.337
H -1.939 -3.864 1.038
H 2.720 -3.248 -1.041
H 2.578 -3.539 0.690
H 2.256 -1.923 0.042
H -1.141 -2.657 -0.537
*
```

LUMO, eV: -5.256
HOMO level, hartree: -0.395
Kohn-Sham gap, eV: 5.50
E, eV: -102288.02025

DFT (ωB97M-V/def2-TZVPD) results for a molecular structure, C28H30IrN4O2 at a distorted geometry.

```
! RIJCOSX wB97M-V def2-TZVPD def2/J DEFGRID3
* xyz 3 1
Ir 1.886 0.862 0.009
C 4.003 1.750 -1.651
C 3.832 0.352 -1.743
C 3.784 -0.430 -0.592
C 3.899 0.174 0.694
C 4.036 1.564 0.773
C 4.095 2.349 -0.413
H 4.071 2.347 -2.552
H 3.740 -0.120 -2.714
H 3.663 -1.502 -0.668
H 3.966 -0.436 1.585
H 4.178 2.032 1.737
H 4.231 3.422 -0.336
C -2.899 4.184 -0.551
N -2.159 3.140 -1.262
N -1.012 2.559 -0.768
C -0.450 1.793 -1.743
O 0.623 1.093 -1.545
C -1.240 1.907 -2.877
C -2.285 2.762 -2.545
C -3.406 3.246 -3.390
C -0.589 2.530 0.568
C 0.804 2.745 0.801
C 1.260 2.704 2.147
C 0.389 2.435 3.188
C -0.957 2.248 2.914
C -1.450 2.275 1.602
H -2.306 4.544 0.284
H -3.853 3.806 -0.187
H -3.078 5.014 -1.230
H -1.064 1.440 -3.830
H -3.474 2.644 -4.292
H -3.241 4.284 -3.691
H -4.355 3.195 -2.858
H 1.367 3.318 0.065
H 2.276 3.001 2.367
H 0.748 2.425 4.208
H -1.647 2.066 3.730
H -2.503 2.115 1.409
C -2.023 -4.145 1.566
N -1.052 -3.051 1.667
N -0.286 -2.627 0.612
C 0.318 -1.479 0.981
O 1.175 -0.934 0.144
C -0.067 -1.170 2.277
C -0.933 -2.183 2.674
C -1.641 -2.367 3.969
C -0.065 -3.410 -0.581
C -0.129 -2.786 -1.819
C 0.037 -3.553 -2.963
C 0.268 -4.919 -2.867
C 0.371 -5.519 -1.621
C 0.207 -4.764 -0.469
H -2.281 -4.304 0.524
H -2.916 -3.854 2.112
H -1.625 -5.065 1.989
H 0.295 -0.349 2.865
H -1.259 -1.658 4.699
H -1.496 -3.373 4.361
H -2.716 -2.205 3.861
H -0.329 -1.726 -1.886
H -0.039 -3.086 -3.935
H 0.373 -5.514 -3.764
H 0.592 -6.574 -1.540
H 0.340 -5.224 0.502
*
```

LUMO, eV: -11.192
HOMO level, hartree: -0.603
Kohn-Sham gap, eV: 5.22
E, eV: -42388.76553
Energy above the lowest of the compared OMol25 structures with the same formula, charge and spin, kcal/mol: 26.8

DFT (ωB97M-V/def2-TZVPD) results for a molecular structure, C28H30IrN5PS2.

```
! RIJCOSX wB97M-V def2-TZVPD def2/J DEFGRID3
* xyz 2 6
Ir 0.507 -1.258 -0.190
C 2.798 -3.409 0.098
C 1.447 -4.129 0.061
N 0.444 -3.381 0.847
C 0.683 -3.377 2.308
C 0.301 -2.040 2.927
N 0.801 -0.890 2.154
C 2.211 -0.504 2.329
C 3.157 -1.471 1.647
N 2.664 -1.932 0.308
H 3.315 -3.588 -0.843
H 3.437 -3.810 0.883
H 1.563 -5.152 0.423
H 1.072 -4.179 -0.959
H -0.477 -3.755 0.645
H 1.732 -3.606 2.481
H 0.116 -4.176 2.787
H 0.651 -2.006 3.963
H -0.787 -1.952 2.952
H 0.251 -0.075 2.404
H 2.486 -0.425 3.385
H 2.307 0.492 1.893
H 3.327 -2.351 2.262
H 4.130 -0.993 1.529
H 3.227 -1.474 -0.400
S -0.398 -1.802 -2.297
C -1.967 -2.012 -1.599
S -2.161 -1.772 0.029
C -3.110 -2.304 -2.421
C -4.396 -2.428 -1.839
N -5.434 -2.531 -1.346
C -2.963 -2.439 -3.822
N -2.815 -2.545 -4.962
C -4.427 1.513 -2.329
C -3.296 1.187 -3.074
C -2.058 1.110 -2.457
C -1.935 1.354 -1.085
C -3.066 1.713 -0.353
C -4.307 1.786 -0.977
P -0.299 1.146 -0.344
C 0.866 1.941 -1.459
C 0.518 3.094 -2.164
C 1.448 3.704 -2.991
C 2.725 3.171 -3.123
C 3.082 2.026 -2.424
C 2.152 1.421 -1.592
C -0.248 2.033 1.232
C -1.117 1.667 2.270
C -1.061 2.310 3.496
C -0.132 3.326 3.702
C 0.729 3.695 2.681
C 0.674 3.054 1.447
H -5.394 1.576 -2.811
H -3.378 1.015 -4.140
H -1.183 0.892 -3.056
H -2.996 1.957 0.698
H -5.179 2.069 -0.402
H -0.478 3.511 -2.071
H 1.176 4.598 -3.538
H 3.445 3.651 -3.773
H 4.078 1.615 -2.529
H 2.439 0.537 -1.027
H -1.854 0.882 2.119
H -1.744 2.030 4.287
H -0.090 3.833 4.657
H 1.443 4.493 2.838
H 1.345 3.361 0.654
*
```

LUMO (alpha / beta), eV: -6.238 / -9.113
HOMO level (alpha / beta), hartree: -0.474 / -0.539
Kohn-Sham gap (alpha / beta), eV: 6.66 / 5.56
E, eV: -70753.70610
Energy above the lowest of the compared OMol25 structures with the same formula, charge and spin, kcal/mol: 0.3